(1)
A structure of composition C29H25FN9O3Ru. Source: the OMol25 dataset; level of theory: wB97M-V/def2-TZVPD.

Results
LUMO level (spin up / spin down) ... -2.1 / -1.5 eV
HOMO level (spin up / spin down) ... -7.21 / -7.20 eV
F_max ... 0.0720 Eh/bohr
Relative energy (zero: lowest compared OMol25 entry of this formula, charge and spin) ... 5.301 eV

The geometry in ORCA input format:
```
! RIJCOSX wB97M-V def2-TZVPD def2/J DEFGRID3
* xyz 0 2
Ru 0.21 -0.48 0.14
C -1.04 0.65 3.13
N -0.23 -0.43 2.61
C -0.55 -1.77 3.05
C -1.03 -2.63 1.92
N -1.57 -2.21 0.81
C -1.94 -3.35 0.12
C -2.62 -3.54 -1.08
C -2.91 -4.83 -1.47
C -2.52 -5.94 -0.71
C -1.83 -5.78 0.47
C -1.58 -4.48 0.88
N -1.01 -3.98 2.03
C -1.40 1.63 2.06
N -1.82 1.30 0.86
C -2.15 2.50 0.24
C -2.70 2.77 -1.01
C -2.97 4.09 -1.32
C -2.70 5.13 -0.43
C -2.15 4.88 0.81
C -1.89 3.56 1.13
N -1.41 2.97 2.28
H -0.55 1.19 3.95
H -1.98 0.23 3.50
H 0.78 -0.24 2.66
H -1.35 -1.74 3.82
H 0.32 -2.26 3.49
H -2.94 -2.71 -1.70
H -3.46 -5.01 -2.38
H -2.76 -6.93 -1.06
H -1.51 -6.63 1.06
H -0.54 -4.50 2.74
H -2.92 1.99 -1.71
H -3.42 4.32 -2.27
H -2.93 6.14 -0.72
H -1.93 5.69 1.49
H -1.09 3.44 3.11
N -2.69 -0.33 -1.60
C -1.66 -0.52 -2.45
O -0.49 -0.65 -2.04
C -1.96 -0.55 -3.86
C -0.99 -0.93 -4.79
N -0.22 -1.27 -5.57
C -3.23 -0.20 -4.30
N -4.30 0.13 -4.58
H -3.64 -0.24 -1.92
H -2.47 -0.31 -0.60
C 1.93 4.12 -0.04
C 1.27 2.86 0.11
N 0.72 1.87 0.24
H 2.00 4.37 -1.09
H 2.93 4.06 0.39
H 1.36 4.90 0.47
O 2.30 -0.10 -0.92
C 2.96 0.03 0.12
O 2.45 0.16 1.26
C 4.46 0.10 -0.02
C 5.29 -0.46 0.95
C 6.66 -0.41 0.79
C 7.21 0.22 -0.32
C 6.38 0.79 -1.28
C 5.01 0.72 -1.13
H 4.84 -0.95 1.80
H 7.30 -0.86 1.53
H 8.28 0.27 -0.43
H 6.80 1.27 -2.15
H 4.35 1.14 -1.88
F 1.26 -2.28 0.78
*
```


(2)
An isolated molecule of C4H6BrN3. Source: the OMol25 dataset; level of theory: wB97M-V/def2-TZVPD.

Results
LUMO level ... 0.7 eV
HOMO level ... -7.22 eV
F_max ... 0.0851 Eh/bohr
Relative energy (zero: lowest compared OMol25 entry of this formula, charge and spin) ... 4.202 eV

The geometry in ORCA input format:
```
! RIJCOSX wB97M-V def2-TZVPD def2/J DEFGRID3
* xyz 0 1
C -1.12 0.54 -0.10
C -0.62 -1.72 -0.26
C 0.99 -0.17 0.29
C 0.72 2.22 -0.23
N -1.40 -0.75 -0.09
N 0.28 0.88 -0.09
N -0.65 -2.93 0.24
Br 2.89 -0.09 0.18
H -2.04 1.10 -0.30
H 1.82 2.30 -0.55
H -0.05 2.89 -0.62
H 0.92 2.68 0.83
H -0.46 -3.74 -0.36
H -1.28 -3.20 1.07
*
```


(3)
An isolated molecule of C2ClF4NO2. Source: the OMol25 dataset; level of theory: wB97M-V/def2-TZVPD.

Results
LUMO level ... -0.6 eV
SMILES ... O=[N+]([O-])C(F)(F)C(F)(F)Cl
HOMO level ... -12.14 eV
F_max ... 0.0538 Eh/bohr
Relative energy (zero: lowest compared OMol25 entry of this formula, charge and spin) ... 0.342 eV

The geometry in ORCA input format:
```
! RIJCOSX wB97M-V def2-TZVPD def2/J DEFGRID3
* xyz 0 1
O 1.98 -0.39 -1.03
N 1.55 -0.09 0.04
O 1.97 -0.33 1.10
C 0.08 0.60 0.02
F -0.07 1.31 -1.13
F 0.03 1.49 1.00
C -1.05 -0.42 -0.02
F -0.87 -1.19 -1.10
F -0.89 -1.23 1.10
Cl -2.73 0.25 0.03
*
```


(4)
A cluster of 2 separate species, C6H16O2 in total. Source: the OMol25 dataset; level of theory: wB97M-V/def2-TZVPD.

Results
LUMO level (spin up / spin down) ... -2.7 / -9.3 eV
HOMO level (spin up / spin down) ... -14.76 / -14.75 eV
F_max ... 0.0896 Eh/bohr
Relative energy (zero: lowest compared OMol25 entry of this formula, charge and spin) ... 1.143 eV

The geometry in ORCA input format:
```
! RIJCOSX wB97M-V def2-TZVPD def2/J DEFGRID3
* xyz 1 2
C -1.80 1.27 1.77
C -1.76 1.82 0.38
C -0.40 2.44 -0.16
O -2.11 0.79 -0.48
H -0.86 0.75 1.94
H -2.61 0.55 1.83
H -1.91 2.02 2.55
H -2.46 2.65 0.25
H -0.35 2.51 -1.24
H 0.50 1.86 0.03
H -0.19 3.41 0.31
H -1.43 0.12 -0.52
C 1.66 -1.24 0.62
C 1.13 -1.26 -0.72
C 1.56 -2.44 -1.60
O -0.25 -1.07 -0.74
H 1.58 -0.24 1.04
H 2.67 -1.61 0.75
H 0.91 -1.89 1.09
H 1.55 -0.41 -1.27
H 2.64 -2.53 -1.53
H 1.40 -2.28 -2.66
H 1.11 -3.41 -1.38
H -0.59 -1.81 -0.23
*
```